No. 1
Entry from OMol25: a single C3H7NO6 molecule (ωB97M-V/def2-TZVPD).

Bonds (Å) are listed after each position.
Element x y z (Å)
1 C -0.3840 1.4552 0.2111  C3 1.606, O7 1.381, H11 1.032, H12 0.995
2 C -1.0591 -1.1052 0.3131  C3 1.593, O8 1.392, H13 1.031, H14 1.024
3 C 0.0124 -0.0448 -0.2031  C1 1.606, C2 1.593, O9 1.390, O10 1.426
4 N 2.4205 0.1699 0.1699  O5 1.207, O6 1.170, O10 1.374
5 O 2.3943 1.2329 -0.4009  N4 1.207
6 O 3.3382 -0.4026 0.6151  N4 1.170
7 O -1.7649 1.4718 0.2319  C1 1.381, H15 0.933
8 O -0.6415 -2.3672 -0.1016  C2 1.392, H16 0.942
9 O 0.1965 -0.2041 -1.5719  C3 1.390, H17 0.987
10 O 1.2207 -0.4430 0.4399  C3 1.426, N4 1.374
11 H 0.1403 1.5183 1.0976  C1 1.032
12 H -0.0266 2.1132 -0.4439  C1 0.995
13 H -1.0273 -0.8729 1.3174  C2 1.031
14 H -1.9373 -0.7197 -0.0442  C2 1.024
15 H -1.9768 2.0662 -0.4553  O7 0.933
16 H -0.5219 -2.9098 0.6585  O8 0.942
17 H -0.3836 -0.9583 -1.8335  O9 0.987

As for the HOMO energy: -10.37 eV. Its spin multiplicity is 1. Its structure (SMILES) is O=[N+]([O-])OC(O)(CO)CO. The charge is 0. As for the energy relative to the best compared isomer or geometry (same formula, charge and spin): 126.4 kcal/mol. The calculated total energy is -16993.991 eV. The calculation puts the LUMO energy at 0.5138 eV. Its orbital gap is 10.88 eV.

=====

No. 2
Entry from OMol25: a 2-piece molecular cluster, C3H7NOP overall (ωB97M-V/def2-TZVPD).

Bonds (Å) are listed after each position.
Element x y z (Å)
1 C -0.0875 1.1817 -0.1986  C2 1.503, P6 1.859, H7 1.051, H8 1.085
2 C 1.0344 0.4969 -0.9268  C1 1.503, P6 1.801, H9 1.039
3 C -0.5411 -1.6302 0.1581  P6 1.889, H10 1.106, H11 1.074, H12 1.137
4 N 2.7508 2.2380 -0.5452  O5 1.251, H13 1.043
5 O 2.5776 2.9870 0.4411  N4 1.251
6 P 0.6794 -0.2786 0.6595  C1 1.859, C2 1.801, C3 1.889
7 H -0.0290 2.1283 0.2545  C1 1.051
8 H -1.1123 0.8949 -0.4086  C1 1.085
9 H 0.5889 -0.0692 -1.6760  C2 1.039
10 H -0.4006 -2.3190 1.0122  C3 1.106
11 H 0.0492 -2.0966 -0.6077  C3 1.074
12 H -1.6102 -1.3643 -0.1247  C3 1.137
13 H 3.2519 1.3512 -0.3193  N4 1.043

As for the HOMO energy: -2.34 eV. Its spin multiplicity is 1. The charge is -1. As for the energy relative to the best compared isomer or geometry (same formula, charge and spin): 97.8 kcal/mol. The calculated total energy is -16045.992 eV. The calculation puts the LUMO energy at 4.3467 eV. Its orbital gap is 6.69 eV.

=====

No. 3
Entry from OMol25: an isolated ion of composition C3H7NOS and charge -2 (ωB97M-V/def2-TZVPD).

Bonds (Å) are listed after each position.
Element x y z (Å)
1 C 0.2083 -0.0504 -0.9945  C2 1.528, N4 1.483, H7 1.077, H8 1.076
2 C 0.5580 1.3224 -0.4214  C1 1.528, S3 1.849, H9 1.181, H10 1.117
3 S 0.9418 2.5071 -1.7885  C2 1.849
4 N -0.1248 -1.1684 -0.0788  C1 1.483, C5 1.478, H11 1.011
5 C -0.8982 -0.9355 1.1590  N4 1.478, O6 1.382, H12 1.093, H13 1.151
6 O -1.2073 -1.9644 2.0280  C5 1.382
7 H -0.5758 -0.0997 -1.7315  C1 1.077
8 H 1.1059 -0.3861 -1.4841  C1 1.076
9 H 1.5830 1.2217 0.1571  C2 1.181
10 H -0.2734 1.7830 0.1661  C2 1.117
11 H 0.6953 -1.6145 0.3088  N4 1.011
12 H -1.7351 -0.3294 0.8014  C5 1.093
13 H -0.2777 -0.2858 1.8784  C5 1.151

As for the HOMO energy: 0.82 eV. Its spin multiplicity is 1. Its structure (SMILES) is [O-]CNCC[S-]. The charge is -2. As for the energy relative to the best compared isomer or geometry (same formula, charge and spin): 18.3 kcal/mol. The calculated total energy is -17594.137 eV. The calculation puts the LUMO energy at 6.0833 eV. Its orbital gap is 5.27 eV.

=====

No. 4
Entry from OMol25: a 2-piece molecular cluster, C3H7NOS overall (ωB97M-V/def2-TZVPD).

Bonds (Å) are listed after each position.
Element x y z (Å)
1 C -2.6434 1.3963 -0.4042  N4 1.136, H7 1.097
2 C 0.5230 -1.3950 0.8695  C3 1.510, H9 1.113, H10 1.015, H11 1.132
3 C 0.5398 -0.6652 -0.4527  C2 1.510, S6 1.795, H12 1.154, H13 1.065
4 N -2.8762 0.7432 -1.3044  C1 1.136
5 O 1.7183 1.5374 0.3428  S6 1.792, H8 0.910
6 S 0.1776 1.0926 -0.4561  C3 1.795, O5 1.792
7 H -2.2473 2.1014 0.3364  C1 1.097
8 H 2.2299 1.9021 -0.3151  O5 0.910
9 H 0.4056 -2.4879 0.6968  C2 1.113
10 H 1.3195 -1.2232 1.4755  C2 1.015
11 H -0.4842 -1.1241 1.3091  C2 1.132
12 H -0.1602 -1.2268 -1.1778  C3 1.154
13 H 1.4975 -0.6507 -0.9195  C3 1.065

As for the HOMO energy: -9.16 eV. Its spin multiplicity is 1. Its structure (SMILES) is CCSO.C#N. The charge is 0. As for the energy relative to the best compared isomer or geometry (same formula, charge and spin): 64.5 kcal/mol. The calculated total energy is -17595.131 eV. The calculation puts the LUMO energy at 0.4368 eV. Its orbital gap is 9.60 eV.